Here is one molecule with the formula C8H14N2OS from the OMol25 dataset. Energies are from ωB97M-V/def2-TZVPD.

Its LUMO energy is 0.61 eV. As for the SMILES: C/C=C(\C)NC(=O)N[C@]1(C)CS1. The maximum force comes out at 3.6 eV/Å. As for the energy: -24383.3942 eV. The energy above the lowest of the compared OMol25 structures with the same formula, charge and spin comes out at 260.4 kJ/mol.

Last column: Löwdin charge in e.
Geometry (Å):
C 0.26 -2.23 -0.78  -0.52
C 1.53 0.64 -1.05  -0.43
C -1.83 0.71 -0.93  -0.16
C 1.80 -0.35 -0.02  -0.63
C -1.32 -0.33 -0.31  -0.34
C -2.63 1.84 -0.38  -0.10
C 2.45 0.13 1.34  -0.12
C -1.40 -0.68 1.18  -0.02
N 1.33 -1.71 -0.05  0.11
N -0.82 -1.39 -1.12  0.10
O 0.38 -3.33 -1.26  0.09
S 3.29 0.27 -1.04  0.80
H 1.13 0.38 -2.08  0.09
H 1.40 1.71 -0.88  0.08
H -1.72 0.94 -2.00  0.12
H -3.00 1.75 0.70  0.11
H -3.43 1.98 -1.05  0.05
H -2.04 2.69 -0.63  0.06
H 3.25 0.73 1.06  -0.02
H 2.84 -0.72 1.90  0.08
H 1.80 0.76 1.99  0.08
H -0.91 -0.04 1.90  0.07
H -1.21 -1.71 1.49  0.07
H -2.56 -0.66 1.31  0.12
H 1.99 -2.33 0.49  0.17
H -0.90 -1.15 -2.11  0.14

***

Here is one molecule with the formula C4H4N2S from the OMol25 dataset. Energies are from ωB97M-V/def2-TZVPD.

Its LUMO energy is -1.01 eV. As for the SMILES: [H]/N=C1\C=CNC1=S. The maximum force comes out at 2.4 eV/Å. As for the energy: -18027.1873 eV. The energy above the lowest of the compared OMol25 structures with the same formula, charge and spin comes out at 101.6 kJ/mol.

Last column: Löwdin charge in e.
Geometry (Å):
C 0.18 0.92 -0.02  -0.40
C -1.16 0.23 -0.02  -0.02
C -0.88 -1.09 0.00  -0.12
C 1.20 -0.13 -0.03  -0.77
H -0.36 2.71 0.04  0.06
H -2.12 0.71 -0.07  0.09
H -1.61 -1.89 0.12  0.13
H 0.95 -2.21 -0.05  0.14
N 0.49 2.15 0.01  0.17
N 0.47 -1.33 0.01  0.00
S 2.83 -0.06 0.00  0.70

***

Here is C46H48AsBr2N5O4SSi2W as an isolated structure from the OMol25 dataset. Energies are from ωB97M-V/def2-TZVPD.

Its LUMO energy (alpha / beta) is -0.07 / -0.11 eV. The maximum force comes out at 4.0 eV/Å. As for the energy: -293465.3717 eV. The energy above the lowest of the compared OMol25 structures with the same formula, charge and spin comes out at 95.3 kJ/mol.

Last column: Löwdin charge in e.
Geometry (Å):
W 0.07 0.40 0.39  1.50
C -3.45 -4.44 3.79  -0.06
O -3.71 -4.62 2.40  -0.06
C -3.06 -3.82 1.54  -0.27
C -3.34 -4.09 0.16  0.00
C -2.69 -3.38 -0.79  -0.02
C -1.77 -2.35 -0.45  -0.13
C -0.93 -1.77 -1.43  -0.39
C -1.00 -2.18 -2.86  0.02
O -0.02 -0.96 -1.14  -0.27
C -1.57 -2.04 0.92  -0.32
O -0.82 -1.08 1.31  -0.19
C -2.21 -2.82 1.91  0.07
H -4.02 -5.21 4.30  0.09
H -3.79 -3.46 4.12  0.10
H -2.39 -4.56 4.01  0.10
H -4.05 -4.87 -0.09  0.12
H -2.89 -3.59 -1.83  0.12
H -0.89 -3.27 -2.97  0.10
H -0.21 -1.68 -3.41  0.07
H -1.96 -1.89 -3.27  0.08
H -2.01 -2.58 2.94  0.12
Br -4.03 2.64 2.71  0.86
C -2.45 2.09 3.57  -0.59
C -2.36 2.32 4.96  -0.18
C -1.23 2.02 5.64  -0.63
Br -1.14 2.39 7.50  0.77
C -0.11 1.47 4.96  -0.18
C 1.14 1.17 5.56  -0.03
C 2.14 0.70 4.78  -0.01
C 1.92 0.52 3.39  -0.11
N 0.78 0.77 2.81  0.08
C -0.23 1.24 3.58  -0.16
C -1.42 1.55 2.84  -0.44
O -1.42 1.37 1.57  -0.35
H -3.20 2.77 5.48  0.09
H 1.28 1.32 6.62  0.08
H 3.11 0.45 5.19  0.11
H 2.71 0.16 2.76  0.07
N 3.03 2.58 -2.14  0.20
C 3.33 1.37 -2.73  -0.19
C 4.32 1.01 -3.65  -0.01
C 4.36 -0.31 -4.01  -0.08
C 3.46 -1.25 -3.48  -0.07
C 2.49 -0.89 -2.57  -0.01
C 2.42 0.46 -2.19  -0.19
N 1.60 1.14 -1.28  0.05
C 2.00 2.36 -1.30  -0.35
C 1.46 3.34 -0.37  -0.36
C 1.61 4.67 -0.34  -0.33
S 0.81 5.30 1.02  1.09
C 0.34 3.73 1.47  -0.42
N 0.74 2.80 0.67  -0.07
H 3.52 3.45 -2.25  0.17
H 5.02 1.73 -4.04  0.11
H 5.12 -0.64 -4.72  0.10
H 3.53 -2.29 -3.77  0.11
H 1.82 -1.61 -2.14  0.09
H 2.11 5.32 -1.06  0.09
H -0.26 3.55 2.36  0.09
C -4.79 2.59 -0.93  -0.23
Si -3.71 1.08 -1.08  0.26
C -4.12 -0.10 0.32  -0.21
C -4.38 0.19 -2.60  -0.22
As -1.42 1.61 -1.16  0.83
Si -1.33 2.01 -3.44  0.20
C -1.49 0.66 -4.71  -0.22
C -2.66 3.28 -3.79  -0.24
C 0.26 2.87 -3.91  -0.22
H -5.84 2.28 -0.92  0.04
H -4.64 3.28 -1.77  0.01
H -4.57 3.15 -0.01  -0.03
H -5.05 0.20 0.81  0.03
H -3.34 -0.11 1.07  0.00
H -4.26 -1.12 -0.07  0.02
H -5.44 0.00 -2.44  0.04
H -3.88 -0.78 -2.77  0.01
H -4.28 0.78 -3.52  0.01
H -2.32 -0.03 -4.53  0.00
H -0.57 0.08 -4.77  0.02
H -1.66 1.13 -5.69  0.04
H -3.65 2.83 -3.94  0.02
H -2.38 3.84 -4.69  0.03
H -2.73 3.98 -2.95  0.02
H 1.12 2.19 -3.83  0.01
H 0.42 3.74 -3.28  0.02
H 0.21 3.21 -4.96  0.04
C 1.68 -4.83 2.06  -0.10
C 1.15 -4.46 0.83  -0.08
C 1.28 -3.15 0.37  -0.04
C 1.90 -2.15 1.12  -0.29
C 2.48 -2.56 2.33  -0.03
C 2.37 -3.87 2.79  -0.08
N 1.95 -0.79 0.70  -0.08
C 3.27 -0.32 0.56  -0.32
C 3.64 1.01 0.83  -0.08
C 4.94 1.46 0.62  -0.09
C 5.93 0.61 0.16  -0.11
C 5.59 -0.72 -0.08  -0.09
C 4.30 -1.17 0.11  -0.03
H 1.58 -5.84 2.42  0.09
H 0.64 -5.19 0.21  0.10
H 0.91 -2.91 -0.61  0.09
H 3.05 -1.86 2.91  0.10
H 2.83 -4.13 3.74  0.10
H 2.90 1.68 1.23  0.08
H 5.17 2.50 0.84  0.10
H 6.94 0.96 0.01  0.09
H 6.35 -1.41 -0.44  0.10
H 4.06 -2.20 -0.11  0.12

***

Here is C3H7N2O as an isolated structure from the OMol25 dataset. Energies are from ωB97M-V/def2-TZVPD.

Its LUMO energy is -4.21 eV. The maximum force comes out at 4.8 eV/Å. As for the net charge: +1. As for the energy: -8244.5440 eV. The energy above the lowest of the compared OMol25 structures with the same formula, charge and spin comes out at 153.9 kJ/mol.

Last column: Löwdin charge in e.
Geometry (Å):
C -1.18 0.92 0.29  -0.03
C -0.24 -1.11 -0.09  -0.06
C 0.70 0.00 -0.51  -0.11
N -1.39 -0.36 0.40  0.11
N -0.02 1.19 -0.28  0.13
O 2.07 0.15 0.63  -0.09
H -1.88 1.69 0.60  0.18
H -0.52 -1.74 -0.94  0.15
H 0.18 -1.74 0.70  0.15
H 1.23 -0.06 -1.45  0.15
H -2.21 -0.80 0.79  0.18
H 0.42 2.10 -0.34  0.19
H 2.84 -0.25 0.20  0.05

***

Here is C8H26BeN12O12 as an isolated structure from the OMol25 dataset. Energies are from ωB97M-V/def2-TZVPD.

Its LUMO energy is 0.31 eV. The maximum force comes out at 3.3 eV/Å. As for the energy: -51576.3371 eV. The energy above the lowest of the compared OMol25 structures with the same formula, charge and spin comes out at 0.0 kJ/mol.

Last column: Löwdin charge in e.
Geometry (Å):
Be -0.10 0.03 -0.03  0.96
O 4.43 0.96 0.20  0.07
C 3.38 1.25 -0.62  -0.82
O 2.23 0.88 -0.32  -0.02
O 3.69 1.92 -1.65  -0.06
H 5.15 1.39 -0.29  0.11
O -1.87 2.39 3.21  0.05
C -1.02 1.34 3.39  -0.81
O -1.00 0.78 4.50  -0.02
O -0.43 1.02 2.32  -0.06
H -1.77 2.48 2.25  0.06
C 0.47 3.59 -0.02  -0.65
O -0.09 2.52 -0.24  0.01
N -0.05 4.52 0.82  0.17
N 1.70 3.91 -0.47  0.19
H -0.88 4.22 1.30  0.09
H 0.11 5.51 0.89  0.10
H 2.24 4.63 -0.03  0.11
H 2.12 3.11 -0.93  0.06
C 2.27 -2.06 1.49  -0.66
O 1.29 -1.32 1.42  0.02
N 3.48 -1.74 1.03  0.19
N 2.23 -3.29 2.03  0.17
H 4.23 -2.39 1.16  0.10
H 3.57 -0.84 0.57  0.07
H 1.32 -3.53 2.40  0.12
H 3.06 -3.79 2.27  0.10
C 1.02 -2.63 -1.91  -0.63
O 0.10 -1.97 -1.44  0.03
N 0.98 -3.99 -2.09  0.16
N 2.20 -2.14 -2.35  0.19
H 0.16 -4.54 -1.93  0.11
H 1.83 -4.47 -2.31  0.09
H 2.88 -2.83 -2.62  0.09
H 2.47 -1.18 -2.24  0.10
C 0.11 1.06 -3.49  -0.66
O -0.29 0.66 -2.40  0.00
N 1.37 1.49 -3.68  0.19
N -0.68 1.10 -4.57  0.16
H 1.63 1.91 -4.55  0.10
H 2.02 1.38 -2.91  0.07
H -0.42 1.63 -5.38  0.10
H -1.65 0.84 -4.50  0.11
C -2.25 -2.05 1.95  -0.67
O -1.43 -1.73 1.08  -0.03
N -3.22 -2.99 1.74  0.15
N -2.16 -1.53 3.16  0.21
H -3.38 -3.44 0.86  0.10
H -3.58 -3.29 2.63  0.09
H -2.80 -1.90 3.86  0.11
H -1.46 -0.88 3.50  0.08
C -3.58 0.58 0.24  -0.63
O -2.41 0.75 -0.08  0.04
N -4.26 -0.61 0.18  0.16
N -4.41 1.54 0.70  0.17
H -5.18 -0.69 0.57  0.09
H -3.87 -1.29 -0.44  0.11
H -5.32 1.24 0.99  0.09
H -4.16 2.51 0.78  0.11

***

Here is an isolated ion of composition C5H6N and charge +1 from the OMol25 dataset. Energies are from ωB97M-V/def2-TZVPD.

Its LUMO energy (alpha / beta) is -5.04 / -5.03 eV. As for the SMILES: [NH3+]C1C=C=C=C1. The maximum force comes out at 6.3 eV/Å. As for the net charge: +1. As for the energy: -6758.2252 eV. The energy above the lowest of the compared OMol25 structures with the same formula, charge and spin comes out at 670.8 kJ/mol.

Last column: Löwdin charge in e.
Geometry (Å):
C -2.01 0.72 0.16  0.06
C -1.99 -0.63 0.19  0.08
C -0.89 1.38 -0.15  0.04
C -0.80 -1.22 -0.09  -0.03
C 0.05 0.02 -0.44  -0.21
N 1.39 -0.02 0.38  0.20
H -0.77 2.30 -0.51  0.06
H -0.38 -2.20 0.05  0.10
H 0.33 0.24 -1.48  0.15
H 1.82 -1.07 0.39  0.23
H 1.08 -0.05 1.37  0.18
H 2.16 0.53 0.13  0.13

***

Here is a 2-piece molecular cluster, C4H12N4O overall from the OMol25 dataset. Energies are from ωB97M-V/def2-TZVPD.

Its LUMO energy is 0.89 eV. As for the SMILES: [H]/N=C/NC.NCC(N)=O. The maximum force comes out at 0.9 eV/Å. As for the energy: -12350.8370 eV. The energy above the lowest of the compared OMol25 structures with the same formula, charge and spin comes out at 45.4 kJ/mol.

Last column: Löwdin charge in e.
Geometry (Å):
C 0.87 -0.91 1.90  -0.18
N -0.30 -0.99 2.81  -0.03
C -0.01 1.89 -0.77  -0.36
N 0.78 2.11 0.22  0.05
H -0.01 -0.67 3.73  0.07
H -0.54 -1.98 2.92  0.07
H 0.28 2.63 0.95  0.03
H 1.65 -1.60 2.25  0.12
H 1.26 0.11 1.90  0.10
H -1.06 2.23 -0.77  0.12
C -0.53 0.63 -2.83  -0.10
N 0.38 1.23 -1.88  -0.06
C 0.48 -1.30 0.47  -0.54
N -0.86 -1.44 0.26  0.15
O 1.29 -1.49 -0.44  0.01
H 1.27 0.75 -1.77  0.13
H -1.19 -1.57 -0.68  0.09
H -1.47 -1.05 0.97  0.08
H -0.10 0.68 -3.83  0.08
H -1.49 1.15 -2.84  0.08
H -0.70 -0.42 -2.58  0.06

***

- The lowest maximum force belongs to which entry?
  C4H12N4O

***

- maximum force of number 2 (C4H4N2S)?
  2.4 eV/Å

***

- The highest energy belongs to which entry?
  C5H6N